99
Properties=species:S:1:pos:R:3:forces:R:3 method="wB97M-V/def2-TZVPD" relative_energy_kj_mol=79.0 lumo_energy_ev="0.18 / 0.20" spin_multiplicity=3 largest_force_ev_per_a=1.680
C -3.14122 0.06681 0.93644 -0.1 -0.3 0.2
H 0.66020 4.30829 2.85194 0.0 0.0 0.0
C 3.17309 -1.65404 -0.81678 0.0 0.1 0.0
H -0.28626 0.77439 -2.47469 0.0 0.0 0.0
As -0.31224 2.08325 0.66314 -0.2 0.1 0.0
C 1.23905 -0.71699 -2.72783 0.0 0.1 0.0
H -1.10704 0.62840 -4.78358 0.0 0.0 0.0
N -3.14104 -0.05660 -0.36337 0.2 -0.2 0.0
H -7.43463 2.28179 3.25656 0.0 0.0 0.0
C 0.18243 0.08426 -3.16536 -0.1 -0.1 0.0
C 3.39842 3.10677 -2.35555 0.0 0.0 0.0
C -1.95251 -1.94709 4.61838 -0.1 0.0 0.1
C -2.12171 -3.25577 4.32413 0.0 0.0 0.0
C -1.51470 -3.39371 -3.28477 0.1 0.0 0.1
H -1.63909 1.39740 3.39147 0.0 0.0 0.0
C -0.82351 2.92068 -1.04120 0.0 0.0 0.0
H 3.37347 -0.15178 1.15459 0.0 -0.1 -0.1
C -1.62975 2.90939 1.85955 0.1 0.1 0.0
H -2.95299 -3.80425 4.73896 0.0 0.0 0.0
H -5.75619 1.08934 4.62341 0.0 0.0 0.0
H -2.62027 2.64535 1.49134 0.0 0.0 0.0
C -1.45089 2.46754 3.30805 0.0 0.0 0.0
S 1.25185 -0.75019 2.66789 0.0 0.2 -0.4
C -1.33276 -2.74695 -2.05401 -0.2 0.2 0.1
N -2.03252 -0.86391 -0.71382 -0.6 -0.1 -0.8
H 4.02316 -4.44193 0.91649 0.0 0.0 0.0
C 5.30128 -3.42711 -0.47423 0.0 0.0 0.0
C 2.70458 1.90916 -2.27707 0.0 0.0 0.0
N 3.54561 0.84083 1.15473 0.1 -0.1 -0.1
H 0.78676 -5.83352 -2.99031 0.0 0.0 0.0
H -2.61220 -1.39164 5.26960 0.0 0.0 0.0
H 4.74271 4.43001 -1.32528 0.0 0.0 0.0
C 1.09655 4.45420 1.86409 0.0 0.0 0.0
H -1.26917 -4.92390 3.22804 0.0 0.0 0.0
O -2.20776 -0.38065 1.71847 -0.6 0.2 0.0
H 6.12762 -4.11391 -0.34049 0.0 0.0 0.0
O -0.14783 -2.66933 0.04758 -0.3 -0.4 -0.7
C -6.56910 1.83418 2.78423 0.0 0.0 0.0
H -1.34921 4.76101 -2.04341 0.0 0.0 0.0
H 2.13873 -2.86575 0.60609 0.0 0.0 0.0
H -0.88697 -4.96060 -4.60872 0.0 0.0 0.0
H -1.53418 3.99148 1.77474 0.0 0.0 0.0
C 3.06096 -2.72883 0.05939 0.0 0.0 0.0
C -0.29176 -0.00782 -4.46211 0.0 -0.1 0.0
H 6.34698 -2.19689 -1.89330 0.0 0.0 0.0
H -2.14833 2.98961 3.96617 0.0 0.0 0.0
H -0.04225 2.63950 -1.75153 0.0 0.0 0.0
C 5.42522 -2.35181 -1.34675 0.0 0.0 0.0
H -0.43791 2.66418 3.66581 0.0 0.0 0.0
C -1.00808 4.43201 -1.05988 0.0 0.0 0.0
H 4.26133 1.11238 1.80801 0.0 0.0 0.0
N -0.90327 -1.25382 4.10924 0.0 0.1 0.0
H 4.48104 -0.62325 -2.18036 0.0 0.0 0.0
H -3.19472 -1.61526 -2.21777 0.0 0.1 0.0
H -0.07008 4.94948 -0.85281 0.0 0.0 0.0
C -2.24350 -1.67671 -1.69167 0.2 0.2 0.3
H -1.74027 2.40994 -1.34804 0.0 0.0 0.0
C -4.51386 0.59993 2.94367 0.0 0.0 0.0
C 1.28811 -1.75952 -4.89894 0.0 0.0 0.0
H 4.86335 3.03248 0.69336 0.0 0.0 0.0
H 2.57525 -2.30880 -3.28183 0.0 0.0 0.0
C 0.26465 -0.93428 -5.33521 0.0 0.0 0.0
C 0.00157 -1.76375 3.21454 -0.4 -0.3 0.1
C 0.19014 -4.96481 -2.73435 0.0 0.0 -0.1
H 1.92646 2.46749 1.70275 -0.1 0.1 0.0
H -3.76828 0.07288 3.52344 0.0 0.0 0.0
C 1.28876 3.13698 1.12303 0.0 0.0 0.1
H 0.56624 -3.59380 2.26077 0.0 0.0 0.0
H 1.80185 3.30261 0.17341 -0.1 0.1 0.1
C 2.74951 1.09988 -1.14231 0.0 0.0 0.2
H -0.11125 -1.02326 -6.34670 0.0 0.0 0.0
H -1.74790 4.76429 -0.33038 0.0 0.0 0.0
C 0.37114 -4.36269 -1.50924 0.0 0.1 0.1
H 2.11590 1.59472 -3.12830 0.0 0.0 0.0
C -6.40402 1.92288 1.40698 0.0 0.0 0.0
C -1.17063 -3.87327 3.46702 -0.1 -0.1 0.1
C -5.62611 1.16698 3.55090 0.0 0.0 0.0
H 2.06596 4.93693 2.00796 0.0 0.0 0.0
Ti -0.46964 -0.80503 0.68986 1.4 0.4 0.8
C 4.37085 -1.46926 -1.51169 0.0 0.0 0.0
C -0.14768 -3.15120 2.93738 0.2 0.1 0.0
H -5.16513 1.39971 -0.27376 0.0 0.0 0.0
H 1.09289 -4.75131 -0.80137 0.0 0.0 0.0
H 3.33670 3.71147 -3.25033 0.0 0.0 0.0
C -0.36919 -3.22010 -1.12958 0.3 -0.2 0.3
C 3.53449 1.52411 -0.04768 0.1 -0.1 -0.2
C -0.75182 -4.48131 -3.64852 0.0 0.0 0.1
C 4.18387 3.50334 -1.28168 0.0 0.0 0.0
C 4.25657 2.71753 -0.14893 0.1 -0.1 0.0
C 4.12165 -3.61138 0.22833 0.0 0.0 0.0
C -4.34359 0.68751 1.56661 0.1 0.1 0.0
H 0.46023 5.15485 1.32384 0.0 0.0 0.0
H -0.81352 -0.26608 4.29880 0.0 0.0 0.0
C -5.30047 1.34748 0.79804 0.0 0.0 0.0
C 1.77978 -1.65107 -3.60379 0.0 0.0 0.0
H -2.26990 -3.00721 -3.96076 0.0 0.0 0.0
P 1.78479 -0.46214 -0.99984 0.0 -0.1 -0.2
H 1.70883 -2.50148 -5.56592 0.0 0.0 0.0
H -7.14165 2.44005 0.80660 0.0 0.0 0.0

---

100
Properties=species:S:1:pos:R:3:forces:R:3 method="wB97M-V/def2-TZVPD" relative_energy_kj_mol=0.0 lumo_energy_ev="4.07 / 4.04" spin_multiplicity=2 charge=-2 largest_force_ev_per_a=0.545
N 0.27526 -1.51470 0.72168 0.3 -0.2 0.2
H -0.94107 1.43767 -3.14008 0.0 0.0 0.1
C -0.81095 3.30790 0.65207 0.0 0.0 0.0
O -1.10930 -2.54428 -3.00899 -0.3 -0.1 -0.3
Mg -0.63235 -1.74570 -1.12426 0.2 -0.4 0.0
C 4.30577 -3.69203 2.96820 0.0 0.0 0.0
H -0.08192 1.73107 7.11051 0.0 0.0 0.0
C 1.97211 -3.16581 2.70985 0.0 0.0 0.0
H 0.67252 3.54273 -4.85506 0.0 0.0 0.0
C 3.31830 1.50312 -5.28712 0.0 0.0 0.0
O -4.14825 0.21215 -1.54644 -0.2 0.1 0.0
C 2.66919 3.49227 -6.69502 0.0 0.0 0.0
H 5.14161 -3.97086 3.59966 0.0 0.0 0.0
C -2.02703 -3.65537 -3.02360 -0.1 -0.1 0.0
C 1.47585 2.69320 0.85349 0.0 0.0 0.0
H -4.60321 0.25655 3.75684 0.0 0.0 0.0
H -4.11365 0.54453 6.38968 0.0 0.0 0.0
C -0.23157 1.15957 1.56695 0.1 0.0 -0.2
O -4.05658 -3.87009 -0.20069 -0.2 0.0 0.1
C -0.11440 2.05365 -2.78127 0.0 0.1 -0.1
C 2.15740 -2.95939 1.34901 0.0 0.0 0.0
C 0.52938 3.63434 0.49426 0.0 0.0 0.0
H 2.88147 -3.70758 4.57522 0.0 0.0 0.0
C -3.84428 -0.49245 3.99531 0.1 0.0 0.0
H -2.93990 1.09096 0.37893 0.0 0.1 0.2
C 2.01388 0.80055 -3.38973 0.0 -0.1 -0.1
C -1.97867 -1.60927 -3.68941 -0.1 0.1 -0.1
C 2.25509 0.49586 1.66505 0.0 0.0 0.0
H -3.50457 -0.92060 3.05677 0.0 0.0 0.0
C -2.67912 1.76380 1.20604 0.0 0.1 -0.1
C -1.40175 0.22510 4.35232 0.0 -0.1 -0.1
C -2.29999 -3.81812 -4.52251 0.0 0.0 0.0
H 2.52933 2.91070 0.70643 0.0 0.0 0.0
C 3.03874 -3.54187 3.51580 0.0 0.0 0.0
H 0.46546 5.11265 -1.06798 0.0 0.0 0.0
H 2.57035 0.01177 0.73535 0.0 0.0 0.0
H 1.14063 1.58523 4.00448 0.0 0.0 0.0
H 3.68523 3.40448 -7.08286 0.0 0.0 0.0
C 1.11612 1.84725 -3.62779 -0.1 0.0 0.0
H 1.37059 -0.08177 4.50250 0.0 0.0 0.0
C 2.45111 2.56002 -5.53051 0.0 0.0 0.0
C -2.55336 1.75693 8.25301 0.0 0.0 0.0
H -3.24670 2.59543 8.15122 0.0 0.0 0.0
H -3.25924 -4.30354 -4.70539 0.0 0.0 0.0
C -3.23930 -1.59952 -2.80151 0.0 0.0 0.0
H 2.50367 4.53233 -6.40735 0.0 0.0 0.0
H 2.01313 5.01602 -0.22694 0.0 0.0 0.0
C 0.99757 0.88925 4.83186 0.0 0.0 0.0
H -4.13236 -1.38314 -3.38807 0.0 0.0 0.0
H -1.68294 2.10831 8.80876 0.0 0.0 0.0
H 3.10346 1.04805 2.07650 0.0 0.0 0.0
C 1.76934 -0.15693 -2.22892 0.0 0.4 0.1
O 2.70829 -0.37224 -1.45361 0.1 -0.2 0.0
H 4.80817 -0.55758 -4.82310 0.0 0.0 0.0
C 0.93274 4.96150 -0.09293 0.0 0.0 0.0
H 0.03841 1.76726 -1.74443 0.0 0.0 0.0
C -3.11135 -3.33131 -0.78128 0.0 -0.1 -0.1
C -3.07828 0.62587 6.06525 0.0 0.0 0.0
O -1.98454 -3.02363 -0.29088 -0.1 -0.2 0.0
H 5.48505 -3.58037 1.17723 0.0 0.0 0.0
C 1.05020 -2.52508 0.42707 0.2 0.0 0.4
H 1.98045 3.26749 -7.51392 0.0 0.0 0.0
H -2.95296 1.29152 2.14497 -0.1 -0.1 0.1
H -3.19442 -2.01689 -5.45638 0.0 0.0 0.0
Te -0.86126 -0.74787 2.26319 -0.2 0.3 0.4
H -4.33605 -1.28386 4.56513 0.0 0.0 0.0
C 4.49553 -3.47722 1.60770 0.0 0.0 0.0
H 0.98602 -3.03412 3.14064 0.0 0.0 0.0
C -2.14924 1.21581 6.90550 0.0 0.0 0.0
C -2.72606 0.12755 4.80968 0.0 0.0 -0.2
C -3.25967 -3.08937 -2.30170 0.0 0.0 0.0
H 4.17663 1.35855 -5.93778 0.0 0.0 0.0
C -1.21138 2.08175 1.16686 -0.1 0.0 0.0
O 0.96440 -3.10153 -0.69432 0.1 0.0 0.0
C 3.42535 -3.12326 0.80008 0.0 0.0 0.0
H -1.51507 -4.41024 -4.99502 0.0 0.0 0.0
C -0.83497 1.28741 6.46391 0.0 0.0 0.0
C 3.12185 0.62840 -4.22273 0.0 0.0 0.0
H -3.26715 2.67694 1.09906 0.0 0.0 0.0
C -3.15955 -0.50389 -1.71176 -0.1 -0.1 -0.3
H 3.54898 -2.93633 -0.25883 0.0 0.0 0.0
H -1.46365 -0.65723 -3.77899 0.0 0.0 0.0
H -3.05229 0.99341 8.85422 0.0 0.0 0.0
C 1.12419 1.44540 1.37413 0.0 0.0 0.1
C 1.36092 2.71889 -4.68692 0.0 0.0 0.0
C -0.45536 0.79490 5.21775 0.1 0.0 -0.1
H -1.56395 -4.50567 -2.53117 0.0 0.0 0.0
C -2.25939 -2.34658 -5.00197 0.0 0.0 0.0
C 4.09896 -0.49550 -3.99526 0.0 0.0 0.0
H -4.17507 -3.59219 -2.61285 0.0 0.0 0.0
O 0.58528 -0.57989 -2.16433 0.2 0.0 -0.3
H 4.63703 -0.34773 -3.05936 0.0 0.0 0.0
H 1.60553 1.22351 5.67474 0.0 0.0 0.0
H -1.44982 -2.18286 -5.71401 0.0 0.0 0.0
O -2.04452 -0.39363 -1.11688 -0.2 0.4 -0.1
H 3.58094 -1.45072 -3.89904 0.0 0.0 0.0
H -0.42785 3.09918 -2.82383 0.0 0.0 0.0
H 0.62448 5.78805 0.55214 0.0 0.0 0.0
H 1.97805 -0.28926 2.36427 0.0 0.0 0.0
H -1.57368 4.01225 0.33351 0.0 0.0 0.0